C19H24N2OS | ωB97M-V/def2-TZVPD

Structure (XYZ):
```
47
Properties=species:S:1:pos:R:3:forces:R:3
C 0.631529 5.258891 4.644381 0.0 -0.2 0.1
C 0.959004 3.777701 4.515535 0.0 0.3 -0.2
C 1.405177 3.421051 3.092026 -0.1 0.0 0.4
C 1.722400 1.971373 2.970849 0.3 -0.1 0.0
C 1.007834 0.997997 2.348284 0.1 0.1 0.1
C 1.589265 -0.294556 2.468493 0.2 0.0 0.4
C 0.977884 -1.554887 1.956975 0.1 0.0 0.1
O 0.623869 -2.441083 2.713461 0.0 -0.1 0.2
N 0.843077 -1.654070 0.614561 -0.1 -0.1 -0.3
C 1.272092 -0.693942 -0.371136 0.0 0.4 -0.2
C 0.065888 -0.227530 -1.195380 0.4 0.0 0.0
N -0.526673 -1.390354 -1.818834 0.1 0.1 0.0
C -1.365609 -1.186792 -2.934205 -0.1 0.1 -0.2
C -2.050510 0.009181 -3.135203 0.1 0.0 0.1
C -2.845553 0.195677 -4.250749 -0.1 0.0 -0.1
C -2.972344 -0.816019 -5.184417 -0.1 0.0 -0.1
C -2.279431 -1.999542 -5.001864 -0.1 0.0 0.0
C -1.466759 -2.201915 -3.896600 0.0 0.0 0.0
C -0.686368 -3.476746 -3.773714 0.0 0.0 0.0
C -1.008065 -2.316667 -0.809109 0.2 -0.2 0.1
C 0.173070 -2.797131 0.033284 -0.4 -0.2 0.1
C 2.733752 -0.272076 3.201185 0.1 0.2 0.0
S 3.139633 1.312492 3.726694 -0.5 -0.2 -0.3
H 1.503304 5.864861 4.407119 0.1 0.1 0.0
H 0.318000 5.491195 5.659097 0.0 0.1 0.1
H -0.172643 5.534316 3.965299 -0.1 0.1 -0.1
H 1.757884 3.515345 5.212316 -0.1 -0.1 0.0
H 0.081193 3.181443 4.773743 0.1 -0.1 0.0
H 0.609497 3.670990 2.386470 0.1 0.0 0.0
H 2.286808 4.015343 2.838263 -0.1 0.1 -0.1
H 0.082653 1.185229 1.831850 -0.2 0.1 -0.1
H 1.758892 0.153186 0.111101 0.0 -0.1 -0.1
H 1.989155 -1.180081 -1.044660 0.0 0.1 0.0
H 0.398561 0.464171 -1.971388 0.0 0.0 0.0
H -0.638323 0.295239 -0.524790 0.0 0.0 -0.1
H -1.971076 0.802913 -2.407661 0.0 0.1 0.1
H -3.370847 1.130082 -4.383970 0.0 0.1 0.0
H -3.596493 -0.681236 -6.054937 0.0 0.0 -0.1
H -2.356806 -2.783243 -5.742442 0.0 -0.1 -0.1
H -1.278790 -4.257429 -3.295327 0.0 -0.1 0.1
H 0.211034 -3.313204 -3.182788 0.1 -0.1 0.0
H -0.403389 -3.836786 -4.760625 0.0 -0.1 0.0
H -1.495101 -3.163638 -1.288663 0.0 0.0 0.0
H -1.742952 -1.826192 -0.147252 0.0 -0.1 -0.1
H -0.161078 -3.440402 0.848639 0.1 0.0 -0.1
H 0.879525 -3.345962 -0.599834 -0.1 0.0 0.0
H 3.367832 -1.097192 3.455925 0.1 -0.2 0.0
```
Positions in Å, forces in eV/Å.

Output
Relative energy (zero: lowest compared OMol25 entry of this formula, charge and spin) (kJ/mol): 45.9
E_HOMO (eV): -8.2648
Gap between HOMO and LUMO (eV): 8.95



C19H24N4O4 | ωB97M-V/def2-TZVPD

Structure (XYZ):
```
51
Properties=species:S:1:pos:R:3:forces:R:3
N -0.600821 -1.892951 -2.355026 -0.1 -0.1 -0.3
C -0.330844 -1.374514 -1.120405 0.3 -0.1 -0.4
O -0.840830 -1.808760 -0.106436 -0.2 -0.1 0.4
N 0.636375 -0.406258 -1.113194 0.3 0.1 0.1
C 0.823298 0.406265 0.063790 -0.1 0.0 0.0
C 2.204912 1.058732 0.083410 -0.1 -0.2 0.1
C 3.317194 0.060158 0.126143 -0.2 -0.1 0.0
C 3.242298 -1.296932 0.238669 -0.2 0.3 0.0
N 4.500695 -1.837730 0.242223 0.1 -0.4 0.1
C 5.418694 -0.835165 0.133339 0.1 0.6 -0.1
C 6.806718 -0.876723 0.093701 0.1 -0.1 0.0
C 7.477536 0.321148 -0.024079 0.1 -0.1 0.0
C 6.788914 1.535328 -0.100435 0.0 0.2 0.0
C 5.413937 1.583534 -0.061579 0.0 -0.1 0.0
C 4.707658 0.386499 0.055925 0.2 -0.4 0.0
C -0.270729 1.466866 0.198617 0.2 -0.1 0.4
O -0.380851 2.220115 1.130171 0.1 0.0 0.0
O -1.100398 1.418457 -0.841614 -0.1 -0.1 -0.3
C -2.301758 2.186693 -0.817842 -0.4 0.3 0.0
C -3.460620 1.227555 -1.132721 0.5 0.4 -0.1
O -4.056765 1.332281 -2.190624 -0.1 0.2 -0.3
N -3.717569 0.264101 -0.236646 -0.2 -0.4 0.1
C -3.135089 0.099489 1.078311 0.1 0.1 0.5
C -4.238786 0.032107 2.136512 0.1 -0.2 -0.1
C -5.224685 -1.085805 1.817190 -0.2 0.3 0.0
C -5.791661 -0.868174 0.418169 0.2 -0.2 0.0
C -4.647282 -0.794187 -0.587190 -0.4 0.0 -0.3
H -0.374858 -1.383135 -3.190221 0.0 0.0 0.0
H -1.368048 -2.540319 -2.411531 0.0 0.1 0.1
H 0.880693 0.027420 -1.989655 0.0 -0.1 0.0
H 0.711724 -0.252819 0.933880 0.0 0.2 -0.1
H 2.318853 1.690349 -0.804157 0.0 0.1 0.0
H 2.258311 1.713168 0.958008 -0.1 0.0 -0.1
H 2.380831 -1.931412 0.310393 -0.2 -0.1 0.0
H 4.709843 -2.817882 0.320763 0.0 0.1 0.0
H 7.338357 -1.815155 0.154127 0.1 -0.1 0.0
H 8.556961 0.326171 -0.057375 0.1 0.0 0.0
H 7.354724 2.450999 -0.190489 0.0 0.1 0.0
H 4.889861 2.525982 -0.117899 0.0 0.1 0.0
H -2.252245 2.921738 -1.625865 -0.1 -0.2 0.2
H -2.404808 2.701891 0.141615 0.0 -0.1 -0.1
H -2.471483 0.925445 1.320324 0.0 0.0 -0.1
H -2.547364 -0.826565 1.083494 0.0 0.1 0.0
H -3.779713 -0.127970 3.112631 0.0 0.1 0.0
H -4.768835 0.987203 2.161712 0.0 0.1 0.0
H -6.028465 -1.102005 2.555162 0.0 -0.1 0.0
H -4.708316 -2.047346 1.855982 0.0 -0.1 0.0
H -6.462270 -1.682861 0.142081 -0.1 0.0 0.0
H -6.357668 0.064898 0.389033 -0.1 0.0 0.0
H -5.019294 -0.587651 -1.591899 0.1 -0.1 0.1
H -4.096318 -1.742253 -0.588481 0.0 0.0 0.0
```
Positions in Å, forces in eV/Å.

Output
Relative energy (zero: lowest compared OMol25 entry of this formula, charge and spin) (kJ/mol): 60.6
E_HOMO (eV): -7.9812
Gap between HOMO and LUMO (eV): 8.58



C19H24N4O4S2 | ωB97M-V/def2-TZVPD

Structure (XYZ):
```
53
Properties=species:S:1:pos:R:3:forces:R:3
C -5.471344 -2.843540 1.210425 0.0 0.2 -0.2
C -4.796553 -1.644418 0.559329 0.0 -0.1 0.2
C -3.621826 -1.137959 1.406479 -0.2 0.1 -0.2
C -2.943536 0.002642 0.724237 0.0 0.5 0.3
C -3.131832 1.310097 1.054522 -0.1 -0.2 0.1
C -2.459055 2.358934 0.340883 0.1 -0.2 -0.2
O -2.512682 3.555181 0.539202 -0.1 0.4 0.1
N -1.634442 1.872454 -0.693509 -0.1 0.1 -0.1
C -1.484042 0.553916 -0.925042 0.0 -0.4 -0.1
S -0.339265 0.096600 -2.174740 0.2 0.1 -0.3
C -0.362118 -1.706425 -1.940107 -0.3 0.3 0.2
C 0.374703 -2.118622 -0.675217 -0.1 0.1 -0.4
O -0.199483 -2.614777 0.269406 -0.1 -0.3 0.3
N 1.704275 -1.900102 -0.668535 0.5 0.0 0.2
C 2.555575 -1.414321 -1.736347 0.0 0.2 -0.4
C 3.968230 -1.682350 -1.186484 0.1 0.0 -0.6
N 3.804381 -1.743510 0.247687 0.4 0.8 0.6
S 4.155373 -0.323150 1.093067 0.1 -0.3 0.0
O 3.910297 -0.619535 2.469526 -0.4 0.0 0.0
O 5.469634 0.054294 0.669053 -0.1 0.1 -0.3
C 3.013834 0.959450 0.571947 0.5 -0.5 0.2
C 3.366699 1.777807 -0.485404 0.1 0.1 -0.1
C 2.560195 2.852318 -0.810788 0.0 -0.1 0.1
C 1.413112 3.131629 -0.071107 0.1 -0.1 0.0
C 0.612351 4.360903 -0.370004 0.0 0.1 0.1
C 1.067502 2.282232 0.975994 0.1 0.0 0.0
C 1.863136 1.195346 1.298706 -0.1 -0.1 0.1
C 2.511495 -2.306153 0.481236 -0.7 -0.5 0.6
N -2.110509 -0.367036 -0.287209 0.1 -0.2 -0.3
H -4.762441 -3.659368 1.329074 0.0 -0.1 0.0
H -5.857854 -2.578809 2.192096 -0.1 0.0 0.1
H -6.299787 -3.191962 0.598156 -0.1 -0.1 0.0
H -4.422794 -1.922745 -0.427437 0.0 0.1 -0.1
H -5.521492 -0.837089 0.430074 0.0 0.0 -0.1
H -3.980893 -0.829181 2.388469 0.0 0.0 0.1
H -2.894797 -1.944250 1.517833 0.0 0.0 0.1
H -3.777302 1.602024 1.866370 -0.1 0.0 0.1
H -1.117619 2.556898 -1.232644 -0.1 0.0 0.1
H 0.089282 -2.134832 -2.833768 0.0 0.0 0.0
H -1.405653 -2.003172 -1.845039 0.2 -0.1 0.0
H 2.384086 -0.346518 -1.911397 0.1 -0.1 0.0
H 2.378462 -1.957164 -2.668508 0.1 0.1 0.0
H 4.694954 -0.909734 -1.426466 0.0 -0.1 -0.2
H 4.342332 -2.648578 -1.537738 0.0 0.1 0.0
H 4.288190 1.588165 -1.012811 0.1 0.0 -0.1
H 2.837356 3.502876 -1.627201 0.0 0.1 -0.1
H -0.373808 4.327371 0.087748 -0.1 0.0 0.0
H 1.131495 5.231117 0.032298 0.0 0.1 0.0
H 0.514184 4.512128 -1.444119 0.0 0.1 -0.1
H 0.184196 2.491265 1.561424 -0.1 0.0 0.1
H 1.624105 0.553765 2.131846 -0.1 0.0 0.1
H 2.092572 -1.941012 1.420688 -0.1 -0.2 -0.1
H 2.569125 -3.403102 0.523872 0.0 0.2 0.1
```
Positions in Å, forces in eV/Å.

Output
Relative energy (zero: lowest compared OMol25 entry of this formula, charge and spin) (kJ/mol): 0.0
E_HOMO (eV): -8.9212
Gap between HOMO and LUMO (eV): 9.11



C19H24N4O6S | ωB97M-V/def2-TZVPD

Structure (XYZ):
```
54
Properties=species:S:1:pos:R:3:forces:R:3
C 5.926124 4.156609 0.489495 -0.1 -0.5 -0.1
C 6.078669 2.790336 -0.151914 0.4 0.2 -0.3
O 5.122031 1.911225 0.440816 -0.2 0.0 0.1
C 5.163459 0.637735 -0.002769 0.1 0.0 0.2
O 5.936351 0.241353 -0.842930 0.3 0.1 -0.3
N 4.264194 -0.155291 0.630472 -0.1 0.0 0.1
C 3.249790 0.312709 1.545829 -0.3 0.2 0.0
C 1.866686 0.127792 0.918383 0.0 0.2 0.4
N 1.686670 -1.255054 0.518251 0.2 0.2 0.0
C 0.630401 -1.942734 0.989830 0.0 -0.3 0.2
O -0.134471 -1.480882 1.817252 -0.3 0.0 0.2
C 0.374688 -3.333827 0.425377 -0.3 0.0 -0.2
S 0.047826 -3.249154 -1.382619 -0.2 0.0 0.1
C -0.713851 -1.684148 -1.364401 0.4 -0.2 -0.4
N -0.262936 -0.581116 -1.868340 0.8 -1.1 -0.2
N -1.146193 0.373284 -1.546021 -1.2 0.9 0.4
C -2.098841 -0.193973 -0.851775 0.8 0.2 -0.5
C -3.237315 0.478312 -0.281301 -0.7 -0.2 0.5
C -3.378530 1.842736 -0.542915 -0.1 0.1 0.1
C -4.442598 2.551267 -0.011981 0.0 -0.3 0.1
O -4.676702 3.876290 -0.208566 -0.2 -0.1 0.1
C -3.778524 4.596651 -1.020319 0.1 0.1 -0.1
C -5.363289 1.875586 0.793393 0.2 0.2 -0.2
C -5.228338 0.529527 1.056340 0.0 -0.2 0.0
C -4.167805 -0.201822 0.522596 0.2 0.4 -0.2
O -3.969743 -1.525898 0.717028 0.0 0.1 -0.1
C -4.827811 -2.222038 1.588296 -0.1 -0.1 0.1
O -1.879186 -1.514732 -0.714679 -0.1 0.1 -0.1
C 2.689001 -1.701204 -0.423442 0.4 -0.2 0.0
C 4.080317 -1.520231 0.197692 0.0 -0.1 -0.4
H 6.104688 4.090436 1.559410 0.0 0.1 0.1
H 6.641634 4.846010 0.051375 0.1 0.1 0.0
H 4.920817 4.536086 0.327545 -0.1 0.1 0.0
H 5.899313 2.834572 -1.231911 0.1 0.0 0.2
H 7.083110 2.383314 0.008187 -0.2 0.1 -0.1
H 3.313134 -0.276238 2.468633 0.0 0.1 0.0
H 3.425566 1.361545 1.775845 0.0 -0.1 0.0
H 1.769021 0.762471 0.030352 0.0 0.0 0.0
H 1.081242 0.378408 1.632924 0.1 0.0 -0.1
H 1.215566 -4.012013 0.558974 0.0 0.0 0.0
H -0.509748 -3.737786 0.918385 0.2 0.1 0.0
H -2.627938 2.298984 -1.165774 0.0 0.1 -0.1
H -2.768095 4.593021 -0.600617 0.0 0.0 0.0
H -3.749543 4.196333 -2.038244 0.0 0.0 0.0
H -4.157993 5.616886 -1.042966 0.1 -0.1 0.0
H -6.188156 2.433275 1.207532 -0.1 0.1 0.1
H -5.961730 0.048285 1.682868 -0.1 -0.1 0.1
H -5.857804 -2.231256 1.217066 0.0 0.0 0.0
H -4.447468 -3.241763 1.617442 -0.1 0.1 0.0
H -4.803849 -1.798683 2.596908 0.0 0.0 0.0
H 2.607143 -1.094676 -1.332832 0.0 -0.1 0.0
H 2.545959 -2.744528 -0.692141 0.0 0.1 0.0
H 4.186017 -2.182900 1.064731 0.0 0.0 -0.1
H 4.855873 -1.749587 -0.534072 -0.1 0.0 0.1
```
Positions in Å, forces in eV/Å.

Output
Relative energy (zero: lowest compared OMol25 entry of this formula, charge and spin) (kJ/mol): 220.1
E_HOMO (eV): -8.0320
Gap between HOMO and LUMO (eV): 8.36



Q: Among the records above, which one has the highest relative energy (zero: lowest compared OMol25 entry of this formula, charge and spin)?
A: C19H24N4O6S



Q: Which value of relative energy (zero: lowest compared OMol25 entry of this formula, charge and spin) does entry 3 give?
A: 0.0 kJ/mol



Q: Look up the relative energy (zero: lowest compared OMol25 entry of this formula, charge and spin) of the fourth one.
A: 220.1 kJ/mol



Q: The lowest relative energy (zero: lowest compared OMol25 entry of this formula, charge and spin) belongs to which entry?
A: C19H24N4O4S2